Entry w
Below is a cluster of 2 separate species, C5H10O3 in total, with properties calculated with wB97M-V/def2-TZVPD.

Each line ends with the Mulliken charge.
Cartesian coordinates (Å):
O (2.630, -1.130, -2.368)  -0.383
C (1.454, -1.127, -2.163)  -0.083
C (0.868, -0.814, -0.790)  -0.628
C (1.730, 0.219, -0.068)  -0.608
C (0.944, 0.814, 1.107)  -0.507
C (1.888, 1.410, 2.137)  0.094
O (1.775, 2.504, 2.591)  -0.077
H (0.748, -1.409, -2.962)  0.372
H (-0.152, -0.459, -0.874)  0.411
H (0.861, -1.778, -0.279)  0.325
H (2.656, -0.266, 0.236)  0.412
H (2.003, 1.046, -0.713)  0.433
H (0.301, 1.601, 0.740)  0.377
H (0.231, 0.140, 1.608)  0.457
H (2.759, 0.816, 2.478)  0.405
H (-6.632, -0.372, -0.944)  0.316
H (-6.905, -0.359, 0.534)  0.317
O (-7.158, -0.837, -0.270)  -0.633

Results
- <S²>: 0.758
- Charge: +1
- HOMO-LUMO gap (spin up / spin down): 7.63 / 3.31 eV
- 2S+1: 2

=====

Entry x
Below is a structure of composition C5H10O3, with properties calculated with wB97M-V/def2-TZVPD.

Each line ends with the Mulliken charge.
Cartesian coordinates (Å):
O (0.971, 2.632, 0.167)  -0.466
C (-0.037, 2.019, 0.433)  0.227
O (-0.643, 2.007, 1.583)  -0.420
C (-0.581, 0.984, -0.589)  -0.434
C (-0.282, -0.446, -0.064)  -0.530
C (1.140, -0.671, 0.213)  0.283
C (1.762, -1.923, 0.086)  -0.658
H (0.333, 1.411, 1.523)  0.454
H (-0.012, 1.142, -1.501)  0.333
H (-1.634, 1.145, -0.798)  0.407
H (-0.455, -1.154, -0.897)  0.274
H (-0.951, -0.735, 0.759)  0.422
H (1.763, 0.209, 0.396)  0.413
H (1.162, -2.763, -0.250)  0.340
H (2.752, -2.092, 0.491)  0.335
H (-2.306, -3.772, -1.028)  0.312
H (-2.127, -3.060, -2.373)  0.309
O (-1.741, -3.152, -1.497)  -0.600

Results
- <S²>: 0.753
- Charge: +1
- HOMO-LUMO gap (spin up / spin down): 8.71 / 5.16 eV
- 2S+1: 2

=====

Name the least stable of them. entry x.

=====

Entry w
Below is the molecule C5H12N2, with properties calculated with wB97M-V/def2-TZVPD.

Each line ends with the Mulliken charge.
Cartesian coordinates (Å):
C (-0.708, 2.321, -1.401)  -1.151
C (-0.032, 0.970, -1.001)  -0.277
C (-1.009, 0.124, -0.133)  -0.829
C (-0.246, -0.949, 0.676)  0.126
N (-0.470, -2.286, 0.397)  -0.486
C (0.775, -0.552, 1.450)  -0.319
N (1.789, -1.524, 1.822)  -0.566
H (-0.495, 3.241, -0.865)  0.301
H (-1.783, 2.120, -1.312)  0.320
H (-0.579, 2.503, -2.467)  0.320
H (0.901, 1.109, -0.470)  0.367
H (0.228, 0.509, -1.956)  0.231
H (-1.525, 0.708, 0.620)  0.318
H (-1.736, -0.275, -0.836)  0.407
H (-1.167, -2.447, -0.308)  0.249
H (0.378, -2.823, 0.242)  0.240
H (1.133, 0.446, 1.665)  0.393
H (2.492, -1.574, 1.098)  0.177
H (2.053, -1.622, 2.777)  0.179

Results
- HOMO-LUMO gap: 8.93 eV
- 2S+1: 1

=====

Entry x
Below is the molecule C5H12N2, with properties calculated with wB97M-V/def2-TZVPD.

Each line ends with the Mulliken charge.
Cartesian coordinates (Å):
C (0.741, -2.948, -1.080)  -0.799
C (0.098, -2.015, -0.385)  -0.139
C (-0.708, -0.967, -1.127)  -0.374
C (-0.570, 0.473, -0.669)  -0.604
N (-0.425, 0.560, 0.782)  -0.368
C (-0.327, 1.860, 1.438)  -0.378
N (1.053, 2.312, 1.644)  -0.634
H (1.335, -3.718, -0.617)  0.272
H (0.671, -2.911, -2.161)  0.241
H (0.029, -2.114, 0.690)  0.370
H (-0.498, -0.907, -2.197)  0.311
H (-1.749, -1.284, -0.994)  0.257
H (0.298, 0.959, -1.163)  0.275
H (-1.452, 1.090, -0.861)  0.302
H (0.393, 0.034, 1.074)  0.214
H (-0.795, 2.603, 0.775)  0.306
H (-0.899, 1.718, 2.349)  0.283
H (1.129, 3.319, 1.562)  0.238
H (1.677, 1.937, 0.939)  0.228

Results
- HOMO-LUMO gap: 9.91 eV
- 2S+1: 1

=====

Name the least stable of them. entry x.